Density functional theory data (ωB97M-V/def2-TZVPD) for a cluster of 2 separate species, C2H2F2 in total at a distorted geometry.

Properties
**Energy above the lowest of the compared OMol25 structures with the same formula, charge and spin**: 6.499 eV
**Energy**: -7534.03923 eV
**LUMO level (alpha / beta)**: -1.2 / -1.4 eV

Structure (ORCA input):
```
! wB97M-V def2-TZVPD RIJCOSX def2/J DEFGRID3
* xyz 0 1
C -0.689 -0.671 0.740
C 0.241 1.301 -0.967
F 0.838 0.380 -1.691
F 1.144 1.495 0.075
H -1.513 -1.198 0.510
H -0.021 -1.305 1.333
*
```